Entry 1:
{
  "formula": "C15H21NO2S",
  "method": "ωB97M-V/def2-TZVPD",
  "gap_ev": 8.60,
  "smiles": "Cc1ccc(SCCN2CC[C@H](O)CCC2=O)cc1",
  "total_energy_ha": -1187.62156,
  "lumo_energy_ev": 0.7,
  "de_lowest_ev": 0.117,
  "symbols": ["H", "H", "C", "C", "C", "H", "H", "H", "H", "H", "C", "C", "H", "H", "H", "C", "O", "S", "C", "H", "C", "C", "N", "H", "H", "H", "H", "C", "H", "C", "C", "C", "H", "H", "H", "H", "C", "C", "O", "H"],
  "positions_angstrom": [[-1.153, 2.162, 1.605], [2.479, 2.238, 0.478], [-2.586, -0.103, 0.617], [4.028, 0.751, 0.469], [2.622, 1.226, 0.097], [-3.996, -1.378, 1.574], [5.553, -0.650, -0.089], [0.129, 0.182, 2.082], [2.536, 1.268, -0.992], [-5.295, 0.428, -2.067], [4.532, -0.387, -0.421], [2.227, -1.436, -0.802], [-3.120, 1.568, -2.268], [-6.118, -2.158, -0.711], [2.217, -0.778, -1.673], [-6.126, -1.250, -0.108], [4.588, 0.111, -1.743], [-0.801, 1.579, -0.698], [3.668, -1.651, -0.330], [1.792, -2.396, -1.087], [-2.343, 0.735, -0.459], [-4.539, 0.279, -1.309], [1.581, 0.401, 0.669], [-6.935, -0.617, -0.467], [3.672, -2.016, 0.699], [1.272, 1.501, 2.418], [-1.822, -0.296, 1.351], [-3.815, -0.728, 0.730], [4.049, 0.429, 1.511], [-3.323, 0.921, -1.427], [-4.807, -0.548, -0.224], [0.691, 1.003, 1.633], [4.717, 1.588, 0.349], [0.232, 2.984, 0.863], [4.850, -0.604, -2.333], [4.130, -2.423, -0.953], [1.338, -0.877, 0.288], [-0.263, 2.022, 0.994], [0.468, -1.551, 0.810], [-6.328, -1.531, 0.923]],
  "forces_ev_per_a": [[0.0, 0.1, 0.1], [0.0, 0.0, -0.1], [0.0, 0.0, 0.0], [0.1, 0.0, -0.4], [0.4, -0.1, -0.1], [0.0, -0.1, 0.1], [-0.2, 0.1, 0.0], [0.1, 0.2, 0.0], [-0.1, 0.1, 0.1], [-0.1, 0.0, -0.1], [0.2, -0.3, 0.7], [-0.1, -0.2, 0.1], [0.0, 0.1, -0.1], [-0.1, -0.1, 0.0], [0.0, 0.0, 0.0], [0.0, -0.1, -0.1], [0.0, 0.1, -0.3], [0.0, 0.1, 0.1], [0.1, 0.3, -0.2], [0.0, 0.2, 0.0], [0.3, 0.2, 0.0], [0.0, -0.1, 0.0], [0.0, 0.2, 0.4], [-0.1, 0.0, 0.0], [0.1, -0.1, 0.0], [0.0, 0.0, 0.0], [0.1, 0.0, 0.0], [-0.1, 0.0, 0.0], [0.0, 0.0, 0.0], [0.1, 0.0, 0.0], [0.0, 0.0, 0.0], [-0.2, -0.1, 0.1], [0.1, 0.0, 0.0], [-0.1, 0.0, 0.1], [0.0, 0.0, 0.0], [0.0, 0.0, 0.1], [0.2, -0.1, -0.3], [-0.1, -0.2, -0.5], [-0.3, -0.3, 0.1], [-0.1, 0.0, 0.0]],
  "lowdin_charge": [0.082, 0.123, -0.083, -0.107, -0.148, 0.113, 0.143, 0.105, 0.123, 0.112, -0.400, -0.081, 0.097, 0.083, 0.119, -0.056, -0.032, 0.956, -0.126, 0.124, -0.531, -0.051, -0.098, 0.076, 0.127, 0.127, 0.089, -0.038, 0.126, -0.114, -0.286, -0.207, 0.118, 0.061, 0.100, 0.115, -0.475, -0.412, 0.049, 0.074]
}

=====

Entry 2:
{
  "formula": "C15H21NO3",
  "method": "ωB97M-V/def2-TZVPD",
  "gap_ev": 9.06,
  "smiles": "Cc1ccc(OCCCC(=O)N2CCOCC2)cc1",
  "total_energy_ha": -864.64584,
  "lumo_energy_ev": 0.8,
  "de_lowest_ev": 1.878,
  "symbols": ["C", "H", "C", "C", "H", "H", "H", "H", "C", "C", "C", "C", "H", "H", "C", "H", "H", "H", "H", "H", "H", "C", "C", "H", "H", "C", "C", "C", "H", "C", "H", "H", "N", "O", "H", "O", "C", "O", "H", "H"],
  "positions_angstrom": [[0.675, -2.917, 0.948], [-1.812, 1.645, 1.708], [1.135, 0.677, 1.347], [2.836, 1.574, -0.103], [-1.823, -2.989, -1.424], [-0.047, -4.286, -0.524], [0.734, -2.865, -1.231], [0.123, -3.481, 1.707], [3.055, 0.291, -0.582], [-1.274, -2.498, -0.617], [0.072, -3.205, -0.433], [1.346, -0.604, 0.841], [1.684, 2.734, 1.281], [-3.592, 1.407, -1.502], [-2.882, 1.963, -0.872], [-1.906, -0.784, 1.535], [-1.863, -2.557, 0.294], [-2.817, 2.990, -1.244], [2.537, -1.769, -0.524], [-3.392, -0.702, 0.542], [0.391, 0.808, 2.119], [-1.033, -1.069, -1.084], [1.867, 1.748, 0.877], [3.575, 3.581, 0.041], [-3.421, 1.085, 2.215], [-2.445, -0.202, 0.781], [-1.518, 1.288, -0.935], [2.328, -0.792, -0.121], [3.192, 3.054, -1.599], [-2.746, 1.181, 1.361], [-0.773, 1.856, -0.368], [1.724, -3.236, 0.980], [-1.633, -0.061, -0.413], [-0.338, -0.852, -2.061], [-1.174, 1.211, -1.968], [-3.405, 2.026, 0.448], [3.611, 2.737, -0.644], [0.545, -1.578, 1.373], [4.651, 2.464, -0.811], [3.810, 0.129, -1.338]],
  "forces_ev_per_a": [[0.0, -0.5, -0.2], [-0.1, -0.1, 0.0], [-0.1, -0.3, 0.0], [0.1, 0.0, 0.0], [-0.1, 0.1, 0.0], [0.0, 0.0, 0.0], [0.0, -0.1, 0.0], [0.1, 0.0, -0.1], [0.0, 0.2, 0.1], [0.3, 0.0, -0.1], [0.0, 0.3, 0.2], [0.1, 0.3, 0.1], [0.0, 0.1, 0.0], [0.1, 0.1, 0.0], [0.1, 0.0, -0.3], [-0.1, 0.0, 0.0], [-0.1, 0.0, 0.0], [0.0, -0.1, 0.0], [0.0, -0.1, 0.0], [0.1, 0.0, 0.1], [-0.1, 0.0, 0.1], [-0.3, -0.1, 0.1], [0.0, -0.1, 0.0], [0.0, 0.1, 0.0], [0.2, -0.1, 0.0], [-0.3, -0.1, 0.3], [-0.1, 0.3, -0.2], [-0.1, -0.3, 0.1], [0.0, 0.1, -0.1], [0.1, -0.2, 0.1], [0.0, 0.0, -0.1], [-0.1, 0.0, 0.1], [0.0, 0.3, 0.0], [0.2, -0.2, -0.3], [0.0, 0.1, 0.1], [-0.1, 0.0, 0.0], [-0.1, 0.0, -0.1], [0.0, 0.3, 0.0], [0.1, 0.1, 0.0], [0.1, 0.0, -0.1]],
  "lowdin_charge": [-0.189, 0.114, -0.019, -0.287, 0.129, 0.116, 0.101, 0.129, -0.032, -0.082, -0.153, -0.270, 0.113, 0.128, -0.168, 0.119, 0.102, 0.125, 0.108, 0.135, 0.112, -0.468, -0.050, 0.073, 0.131, -0.125, -0.115, -0.009, 0.082, -0.191, 0.120, 0.125, -0.037, 0.056, 0.130, -0.126, -0.055, -0.063, 0.076, 0.116]
}

=====

Entry 3:
{
  "formula": "C15H21NO5",
  "method": "ωB97M-V/def2-TZVPD",
  "gap_ev": 9.04,
  "smiles": "COC(=O)N[C@H]1CCCc2cc(OC)c(OC)c(O)c2C1",
  "total_energy_ha": -1015.11406,
  "lumo_energy_ev": 0.7,
  "de_lowest_ev": 1.337,
  "symbols": ["C", "C", "H", "C", "H", "C", "C", "H", "C", "O", "C", "C", "C", "H", "H", "C", "O", "H", "H", "H", "O", "H", "H", "H", "H", "N", "H", "O", "H", "C", "H", "H", "O", "C", "C", "H", "H", "H", "C", "C", "H", "H"],
  "positions_angstrom": [[-4.206, -1.642, -3.359], [1.865, 0.592, 1.746], [1.921, -3.792, 1.791], [0.005, 1.483, -1.399], [-1.060, 3.903, 0.542], [1.956, -1.384, 0.291], [-1.483, 1.523, -1.019], [1.453, -4.601, 0.306], [0.623, 2.735, 1.103], [2.709, -1.481, 2.554], [1.487, -3.630, 0.808], [0.852, 0.701, -0.439], [1.309, -0.638, -0.692], [3.445, -0.435, 4.150], [2.095, 1.032, 2.709], [2.192, -0.741, 1.522], [1.075, -1.220, -1.919], [1.113, 3.424, 0.425], [4.555, -1.697, 3.540], [-1.630, 0.932, 1.056], [-3.047, -1.341, -2.612], [1.017, 3.041, 2.068], [-5.106, -1.697, -2.734], [4.396, -0.099, 2.643], [-1.293, -0.591, -1.301], [-1.964, 0.184, -1.320], [-4.409, -0.870, -4.114], [-3.897, 0.796, -2.299], [-2.822, 2.099, 0.674], [-0.911, 2.986, 1.110], [-1.937, 2.259, -1.691], [0.085, 1.014, -2.416], [2.268, -2.699, 0.080], [3.858, -0.903, 3.244], [-1.786, 1.842, 0.487], [0.470, -3.301, 0.970], [1.609, -2.059, -1.907], [0.407, 2.467, -1.518], [-3.041, -0.085, -2.133], [1.112, 1.333, 0.790], [-4.023, -2.580, -3.883], [-1.263, 3.138, 2.146]],
  "forces_ev_per_a": [[-0.9, 0.0, -0.9], [-1.0, 0.4, -0.9], [0.1, 0.1, 0.1], [0.3, -1.1, -1.2], [-0.3, 0.1, 0.1], [-0.5, 1.0, 1.1], [0.1, -0.1, 0.6], [0.2, 0.3, -0.3], [0.2, -0.3, 0.2], [1.4, -0.1, -0.2], [0.0, -0.7, 0.7], [0.2, -0.4, 0.4], [-0.5, 1.0, 0.0], [0.4, 0.0, -0.1], [-0.1, 0.0, 0.0], [0.2, 0.2, 0.2], [0.7, -0.7, 0.5], [0.0, 0.1, -0.5], [-0.3, 0.1, -0.3], [0.3, -0.3, 0.1], [0.1, 0.5, 0.3], [0.1, -0.2, 0.2], [0.3, -0.1, 0.0], [-0.8, -1.2, 0.5], [-0.1, 0.7, 0.1], [-0.5, -2.0, -1.0], [0.2, -0.1, 0.2], [0.7, -1.9, -0.6], [-0.3, 0.0, -0.5], [-0.2, -0.9, -0.4], [-0.3, -0.3, 0.2], [-0.2, 0.5, 0.8], [0.1, 0.1, -0.8], [-0.5, 0.9, -0.2], [1.2, 0.8, -0.2], [-0.3, 0.3, -0.2], [-0.8, 0.9, -0.1], [0.2, 0.8, 0.1], [-0.4, 2.9, 1.4], [0.9, -1.5, 0.5], [0.0, 0.0, 0.3], [0.2, 0.0, -0.5]],
  "lowdin_charge": [-0.072, 0.039, 0.084, -0.092, 0.103, -0.174, -0.268, 0.094, -0.142, -0.105, -0.061, -0.104, -0.168, 0.083, 0.114, -0.223, 0.052, 0.108, 0.086, 0.109, -0.020, 0.103, 0.099, 0.116, 0.138, 0.104, 0.095, 0.054, 0.108, -0.155, 0.150, 0.140, -0.080, -0.052, -0.115, 0.099, 0.134, 0.110, -0.540, -0.151, 0.092, 0.109]
}

=====

Entry 4:
{
  "formula": "C15H22AlBrFN7O2Si",
  "method": "ωB97M-V/def2-TZVPD",
  "gap_ev": 6.26,
  "total_charge": 2,
  "total_energy_ha": -4323.90622,
  "lumo_energy_ev": -7.2,
  "de_lowest_ev": 0.000,
  "symbols": ["N", "N", "H", "N", "H", "N", "N", "H", "H", "H", "O", "H", "C", "C", "H", "H", "C", "C", "H", "H", "C", "H", "H", "H", "C", "C", "H", "C", "H", "Si", "H", "C", "H", "C", "H", "C", "H", "N", "H", "C", "C", "O", "Al", "Br", "N", "C", "C", "F", "H", "H"],
  "positions_angstrom": [[-1.763, -1.620, -1.037], [-1.420, 2.081, -0.614], [-4.028, 2.104, -0.868], [-1.750, 0.847, -0.868], [4.579, 0.945, -0.304], [0.370, 0.138, -2.683], [-2.996, -0.960, -1.152], [1.686, -0.457, -6.250], [-0.327, 2.211, 2.915], [-2.801, 0.765, 1.620], [-2.206, 2.957, -0.424], [0.013, -2.690, 2.585], [-0.305, 1.328, 3.553], [3.997, 0.563, 0.518], [2.154, -2.112, -4.447], [-0.423, 1.919, -3.377], [0.134, 1.033, -3.651], [3.766, -0.290, 2.737], [0.362, 1.593, -5.698], [-1.724, -2.395, -1.698], [1.770, -0.068, 1.378], [4.211, -0.565, 3.680], [1.829, -0.848, 3.381], [-3.866, -1.478, -1.241], [0.583, 0.852, -4.947], [4.576, 0.206, 1.728], [5.635, 0.329, 1.876], [-2.999, 0.368, -1.003], [-1.364, -2.398, 3.634], [-0.654, -0.247, 2.552], [0.232, -1.975, 4.168], [1.320, -0.287, -5.249], [-1.062, 1.467, 4.320], [2.640, 0.414, 0.407], [-5.009, 0.708, -1.181], [-2.502, -0.173, 2.076], [-2.850, -1.004, 1.472], [-4.089, 1.104, -1.049], [0.661, 1.316, 4.046], [-0.416, -1.988, 3.297], [1.089, -0.948, -2.984], [-0.181, 2.205, -0.596], [0.113, 0.335, -0.666], [1.342, -2.073, -1.494], [0.401, -0.129, 1.092], [2.401, -0.440, 2.570], [1.585, -1.215, -4.246], [1.965, 0.804, -0.799], [-1.625, -1.995, -0.092], [-3.052, -0.237, 3.010]],
  "forces_ev_per_a": [[0.0, -0.5, 0.1], [-2.2, 2.0, 0.1], [0.0, -0.3, -0.1], [0.6, -1.1, 0.0], [0.1, 0.1, -0.1], [0.2, -0.1, 0.4], [-0.3, 0.0, 0.0], [0.0, 0.0, -0.1], [0.0, 0.0, -0.2], [-0.1, 0.2, -0.1], [0.0, 0.6, 0.1], [0.1, 0.0, -0.2], [-0.1, -0.8, -0.1], [-0.1, 0.1, -0.3], [0.0, 0.0, 0.1], [0.0, 0.0, 0.0], [-0.1, 0.1, -0.3], [0.1, 0.0, 0.0], [0.0, 0.1, 0.0], [0.0, 0.3, 0.0], [0.3, 0.1, -0.2], [0.0, -0.1, 0.1], [-0.2, -0.1, 0.2], [0.2, 0.1, 0.1], [0.0, -0.1, 0.2], [-0.2, 0.0, -0.1], [0.1, 0.0, 0.0], [-0.4, -0.2, -0.3], [-0.2, 0.0, 0.0], [-0.1, 0.0, -0.4], [0.1, -0.1, 0.2], [-0.1, 0.0, 0.3], [-0.1, 0.0, 0.2], [0.3, -0.2, 0.8], [0.1, -0.1, 0.0], [0.7, 0.1, 0.0], [-0.1, -0.2, -0.1], [0.0, 0.2, 0.1], [0.1, 0.0, 0.1], [-0.1, 0.8, 0.1], [-0.1, -0.1, -0.4], [0.9, 0.6, 0.0], [0.5, -1.1, 0.0], [0.4, -0.5, -0.3], [-0.7, 0.0, -0.2], [0.1, 0.1, -0.2], [-0.1, 0.0, 0.1], [0.4, 0.1, 0.1], [-0.3, 0.1, -0.2], [-0.1, 0.0, 0.2]],
  "lowdin_charge": [0.055, -0.324, 0.133, 0.129, 0.132, 0.003, 0.053, 0.136, 0.039, 0.017, 0.195, 0.037, -0.135, 0.012, 0.129, 0.132, -0.049, -0.041, 0.130, 0.119, -0.304, 0.122, 0.082, 0.188, 0.006, -0.050, 0.119, -0.341, 0.034, 0.534, 0.032, 0.014, 0.040, -0.158, 0.157, -0.160, 0.013, 0.275, 0.034, -0.153, -0.623, 0.142, -0.066, 1.073, -0.065, -0.025, -0.032, 0.056, 0.101, 0.051]
}

=====

Entry 5:
{
  "formula": "C15H22BIN8OSSn",
  "method": "ωB97M-V/def2-TZVPD",
  "gap_ev": 7.78,
  "total_charge": 2,
  "total_energy_ha": -2032.71735,
  "lumo_energy_ev": -6.9,
  "de_lowest_ev": 0.565,
  "symbols": ["H", "C", "H", "C", "C", "O", "H", "N", "B", "C", "N", "H", "S", "N", "I", "H", "H", "C", "H", "H", "N", "H", "H", "H", "H", "N", "H", "C", "C", "C", "C", "C", "H", "C", "C", "H", "C", "H", "Sn", "N", "N", "C", "H", "C", "N", "H", "H", "H", "H", "H"],
  "positions_angstrom": [[-0.986, -3.622, 2.963], [-1.805, 0.567, -2.330], [4.191, 2.206, 3.387], [2.654, 2.963, 4.699], [-3.173, 0.782, -2.248], [3.795, -2.298, -4.340], [-3.712, 1.693, -2.437], [-0.555, -2.604, -0.116], [-2.719, -2.831, -1.386], [-1.572, -5.038, -4.171], [-2.701, -1.332, -1.783], [-3.176, -3.769, 1.320], [0.742, 0.969, 0.640], [-0.774, -3.376, -2.915], [-1.437, 0.979, 1.586], [3.357, 3.508, 5.329], [0.487, -4.200, -4.384], [2.746, -2.593, -4.080], [3.490, 3.707, 2.828], [2.416, 0.970, 2.601], [2.384, 1.967, 2.439], [1.677, 4.733, 2.834], [2.452, 2.005, 5.177], [0.964, -2.601, 1.336], [-1.014, 1.252, -2.592], [1.098, 3.537, 1.215], [-4.719, -0.756, -1.724], [1.439, 4.858, 1.783], [-2.177, -3.422, 1.111], [1.486, 2.325, 1.547], [-2.538, -4.628, -3.267], [2.554, 5.543, 1.013], [0.494, 3.563, 0.406], [-1.063, -3.333, 1.931], [3.261, 2.767, 3.320], [2.762, 6.513, 1.464], [-0.069, -2.816, 1.113], [3.474, 4.958, 1.021], [0.395, -1.816, -1.959], [-1.853, -2.985, -0.110], [-2.048, -3.633, -2.523], [-3.699, -0.452, -1.897], [1.721, 3.526, 4.659], [-0.482, -4.224, -3.913], [-1.527, -0.711, -2.043], [0.521, 5.442, 1.733], [-3.832, -3.209, -1.195], [2.268, 5.713, -0.025], [-3.544, -4.982, -3.110], [-1.651, -5.816, -4.908]],
  "forces_ev_per_a": [[0.0, 0.0, 0.0], [0.0, 0.0, 0.0], [0.0, 0.0, 0.0], [0.0, 0.0, 0.0], [0.0, 0.0, 0.0], [0.0, 0.0, 0.0], [0.0, 0.0, 0.0], [0.0, -0.1, 0.0], [0.0, 0.0, 0.0], [0.0, 0.0, 0.0], [0.0, 0.0, 0.1], [0.0, 0.0, 0.0], [0.0, 0.0, 0.0], [0.0, -0.1, 0.0], [0.0, 0.0, 0.0], [0.0, 0.0, 0.0], [0.0, 0.0, 0.0], [0.2, -0.1, -0.2], [0.0, 0.0, 0.0], [0.0, 0.0, 0.0], [-0.1, 0.0, 0.0], [0.0, 0.0, 0.0], [0.0, 0.0, 0.0], [0.0, 0.0, 0.0], [0.0, 0.0, 0.0], [0.1, 0.0, 0.0], [0.0, 0.0, 0.0], [0.0, 0.0, 0.0], [0.0, 0.0, 0.0], [0.0, 0.1, 0.0], [0.0, 0.0, 0.0], [0.0, 0.0, 0.0], [0.0, 0.0, 0.0], [0.0, 0.0, 0.0], [0.0, 0.0, 0.0], [0.0, 0.0, 0.0], [0.0, 0.0, 0.0], [0.0, 0.0, 0.0], [-0.1, 0.1, 0.2], [0.0, 0.1, 0.0], [0.0, 0.0, 0.0], [0.0, 0.0, 0.0], [0.0, 0.0, 0.0], [0.0, 0.0, 0.0], [0.0, 0.0, -0.1], [0.0, 0.0, 0.0], [0.0, 0.0, 0.0], [0.0, 0.0, 0.0], [0.0, 0.0, 0.0], [0.0, 0.0, 0.0]],
  "lowdin_charge": [0.114, -0.153, 0.134, -0.055, -0.029, 0.084, 0.114, -0.146, -0.492, -0.007, -0.013, 0.142, 0.317, -0.141, 0.590, 0.096, 0.094, -0.068, 0.098, 0.134, 0.051, 0.097, 0.087, 0.116, 0.118, 0.042, 0.142, -0.187, -0.028, -0.707, -0.019, -0.057, 0.132, -0.024, -0.185, 0.095, -0.148, 0.076, 1.212, -0.013, -0.015, -0.030, 0.075, -0.107, -0.146, 0.134, 0.132, 0.087, 0.142, 0.117]
}